*w*
19
Properties=species:S:1:pos:R:3 method="wB97M-V/def2-TZVPD" smiles=CCC.CC e_homo_ev=-11.085 molar_mass_g_mol=74.17 homo_lumo_gap_ev=12.154
C 2.26490 -1.71365 0.13688
C 1.08763 -2.44113 -0.56385
C 0.38981 -1.26645 -1.35521
H 1.82476 -1.43163 1.20116
H 2.56635 -0.91780 -0.50175
H 3.06032 -2.48840 0.31788
H 1.35696 -3.27846 -1.16148
H 0.29163 -2.76557 0.11626
H 0.18049 -0.45728 -0.56561
H 0.99958 -0.94583 -2.17390
H -0.58818 -1.57398 -1.70033
C -1.31689 1.79712 0.59277
C -2.06274 3.05634 1.08721
H -0.60292 1.38307 1.30735
H -1.91636 0.93975 0.13154
H -0.69669 2.12210 -0.25313
H -2.63066 3.48015 0.26934
H -1.34388 3.75005 1.35028
H -2.86410 2.75158 1.76458

*x*
19
Properties=species:S:1:pos:R:3 method="wB97M-V/def2-TZVPD" smiles=CCC.CC e_homo_ev=-11.369 molar_mass_g_mol=74.17 homo_lumo_gap_ev=12.511
C -1.39177 1.17292 0.13342
C -0.79826 0.65364 1.45918
C 0.04861 1.68960 2.20173
H -2.48066 1.16801 0.09953
H -1.02795 0.54757 -0.68405
H -0.99667 2.17166 -0.06847
H -1.58646 0.33593 2.13793
H -0.18525 -0.22324 1.26558
H 0.69484 2.23939 1.51775
H -0.54835 2.39958 2.77406
H 0.71882 1.20298 2.91705
C 0.85151 -2.43061 -1.71790
C 1.07684 -0.92074 -1.78250
H -0.19676 -2.61800 -1.46386
H 1.08624 -3.00665 -2.61062
H 1.40329 -2.83747 -0.86404
H 1.98552 -0.62619 -2.30880
H 1.11863 -0.50753 -0.77379
H 0.22786 -0.41084 -2.23221

Which one sits at the top of the stability order? *x* does.

*w*
19
Properties=species:S:1:pos:R:3 method="wB97M-V/def2-TZVPD" smiles=CCC.CC e_homo_ev=-11.059 molar_mass_g_mol=74.17 homo_lumo_gap_ev=12.168
C 2.06562 0.47233 -2.06979
C 1.05286 -0.12619 -1.00682
C -0.30991 0.11795 -1.61662
H 3.06661 -0.02178 -2.08984
H 2.21254 1.51982 -1.74170
H 1.67191 0.50348 -3.10242
H 1.15609 -1.27004 -0.89354
H 1.17803 0.25030 0.06658
H -1.13243 0.30009 -0.92902
H -0.35251 1.03049 -2.21557
H -0.48370 -0.85061 -2.22150
C -0.62983 -0.23501 2.09595
C -2.06083 -0.22475 2.51145
H -0.44017 -0.08824 1.05606
H 0.00829 0.59177 2.55637
H -0.13474 -1.21565 2.36852
H -2.41115 -1.29449 2.67760
H -2.64805 0.12926 1.61966
H -2.39815 0.38960 3.36384

*x*
19
Properties=species:S:1:pos:R:3 method="wB97M-V/def2-TZVPD" smiles=CCC.CC e_homo_ev=-10.653 molar_mass_g_mol=74.17 homo_lumo_gap_ev=11.794
C -2.26120 2.63010 0.08754
C -2.01093 1.09396 -0.09216
C -0.66879 0.56171 0.49954
H -1.87585 3.15975 -0.74517
H -1.89795 3.06448 0.99292
H -3.40242 2.67883 0.01780
H -2.92607 0.49830 0.28568
H -2.17545 0.75072 -1.15062
H -0.44226 -0.39523 0.09393
H 0.08572 1.36420 0.24582
H -0.67986 0.51314 1.60626
C 2.88830 -2.54473 0.08412
C 1.85009 -1.63325 -0.57384
H 2.61404 -3.57975 -0.03716
H 3.78719 -2.23145 -0.53019
H 3.21239 -2.35505 1.02635
H 2.16799 -1.24480 -1.53096
H 1.84291 -0.62560 0.13657
H 0.90479 -2.24429 -0.44242

*y*
19
Properties=species:S:1:pos:R:3 method="wB97M-V/def2-TZVPD" smiles=CCC.CC e_homo_ev=-11.346 molar_mass_g_mol=74.17 homo_lumo_gap_ev=12.510
C -1.67493 -2.06720 0.60282
C -1.73408 -0.72947 -0.19517
C -0.59527 -0.65075 -1.21233
H -2.57913 -2.66043 0.55219
H -1.41570 -1.79369 1.62627
H -0.85356 -2.65714 0.20271
H -2.67532 -0.64656 -0.74946
H -1.78448 0.11346 0.49079
H -0.57145 -1.47672 -1.92361
H -0.72383 0.23843 -1.83842
H 0.38155 -0.55027 -0.74299
C 2.46076 1.77088 -0.12985
C 1.34464 1.61679 0.90839
H 2.19613 1.21235 -1.03079
H 2.52317 2.82439 -0.37500
H 3.34869 1.25193 0.22302
H 1.48474 2.18566 1.83338
H 0.34457 1.80544 0.54210
H 1.37120 0.62150 1.37296

Which one sits at the top of the stability order? *y* does.

*w*
19
Properties=species:S:1:pos:R:3 method="wB97M-V/def2-TZVPD" smiles=CCC.CC e_homo_ev=-10.358 molar_mass_g_mol=74.17 homo_lumo_gap_ev=11.458
C 0.07756 -0.35505 -1.66539
C -0.34312 1.09960 -1.82186
C 0.66670 2.02345 -1.06327
H 0.66478 -0.89900 -2.42933
H -0.85392 -0.90851 -1.74924
H 0.65740 -0.56090 -0.79643
H -0.64051 1.50127 -2.78355
H -1.29763 1.53556 -1.21546
H 1.54185 2.15268 -1.74354
H 0.24330 2.99453 -0.81371
H 0.90866 1.61644 -0.08606
C -0.38616 -0.49745 1.86951
C -0.26680 -1.99291 2.14350
H -0.90591 -0.15482 0.99202
H -0.47478 0.18517 2.73898
H 0.71926 -0.24677 1.79208
H -0.97998 -2.82087 2.02863
H 0.08525 -2.41992 3.09194
H 0.58406 -2.25251 1.51118

*x*
19
Properties=species:S:1:pos:R:3 method="wB97M-V/def2-TZVPD" smiles=CCC.CC e_homo_ev=-11.357 molar_mass_g_mol=74.17 homo_lumo_gap_ev=12.515
C 0.07049 -1.14474 0.17309
C 0.36483 -1.59440 -1.27127
C 1.82451 -2.08957 -1.35018
H 0.58868 -0.30411 0.63320
H -0.97459 -0.84316 0.32120
H 0.22156 -2.06122 0.74237
H -0.39005 -2.34603 -1.51271
H 0.18949 -0.78499 -1.98488
H 1.98634 -2.99317 -1.92875
H 2.42683 -1.27511 -1.74741
H 2.17630 -2.37603 -0.35891
C -0.53020 2.68856 0.72271
C -1.54482 1.72022 1.40091
H 0.49320 2.35576 0.87834
H -0.66592 2.66274 -0.36361
H -0.65185 3.71656 1.04411
H -2.25935 2.33446 1.96661
H -1.11840 0.94308 2.01946
H -2.20706 1.39113 0.61572

Which one sits at the top of the stability order? *x* does.

*w*
19
Properties=species:S:1:pos:R:3 method="wB97M-V/def2-TZVPD" smiles=CCC.CC e_homo_ev=-11.119 molar_mass_g_mol=74.17 homo_lumo_gap_ev=12.228
C 1.70227 -2.02871 1.94252
C 1.50716 -0.71234 1.27379
C 0.04222 -0.21618 1.15263
H 1.39649 -2.03958 2.99378
H 1.20223 -2.96009 1.62956
H 2.76517 -2.24301 1.94229
H 2.04814 0.08054 1.77373
H 1.79940 -0.78481 0.20837
H -0.58364 -1.07231 0.89660
H -0.19577 0.25683 2.10084
H -0.01879 0.39834 0.25597
C -1.14099 1.50580 -2.76671
C -1.97672 1.40704 -1.48953
H -1.60626 1.18831 -3.70472
H -0.65519 2.46884 -2.92762
H -0.34563 0.75702 -2.69010
H -1.66495 2.16112 -0.76660
H -3.06386 1.49981 -1.58688
H -1.82653 0.42445 -1.04600

*x*
19
Properties=species:S:1:pos:R:3 method="wB97M-V/def2-TZVPD" smiles=CCC.CC e_homo_ev=-11.256 molar_mass_g_mol=74.17 homo_lumo_gap_ev=12.378
C -1.05930 1.36116 -1.55072
C -0.90807 2.25821 -0.29297
C -0.98923 1.45631 0.99843
H -0.14785 1.23970 -2.12905
H -1.87144 1.77712 -2.13936
H -1.41754 0.41104 -1.16925
H -0.01143 2.89262 -0.28957
H -1.66290 3.04143 -0.33903
H -1.94015 0.92637 1.01728
H -0.16295 0.75106 1.02656
H -0.91782 2.06622 1.87545
C 1.26960 -2.74957 1.07927
C 1.57018 -2.06005 -0.23428
H 1.25376 -2.01993 1.88881
H 0.36757 -3.36376 1.07415
H 2.03067 -3.48468 1.37155
H 2.44153 -1.41283 -0.12770
H 1.70790 -2.67562 -1.12739
H 0.70038 -1.46042 -0.51575

*y*
19
Properties=species:S:1:pos:R:3 method="wB97M-V/def2-TZVPD" smiles=CCC.CC e_homo_ev=-11.191 molar_mass_g_mol=74.17 homo_lumo_gap_ev=12.289
C 2.27701 -1.47837 0.96006
C 0.83265 -1.00025 1.12926
C -0.19990 -2.07584 0.75227
H 2.36612 -2.32979 0.28094
H 2.70888 -1.84911 1.88780
H 2.91342 -0.65466 0.63354
H 0.68227 -0.83191 2.20510
H 0.74302 -0.00475 0.71398
H -1.19456 -1.65100 0.69116
H 0.05008 -2.49657 -0.22636
H -0.16444 -2.85197 1.50368
C -0.77608 2.55962 -1.64194
C -2.03818 1.91842 -1.05952
H -0.64082 3.56134 -1.25676
H 0.07595 1.93920 -1.35952
H -0.84199 2.59432 -2.72586
H -2.92838 2.51838 -1.22079
H -1.89845 1.69180 -0.00255
H -2.17716 0.96016 -1.55620

Which one sits at the top of the stability order? *y* does.